Formula: C31H35Cl51N2O6
Source: the OMol25 dataset
Level of theory: the ωB97M-V functional and the def2-TZVPD basis

Cartesian coordinates (Å):
1 Cl 11.453 3.863 7.288
2 Cl -9.761 -6.113 -15.510
3 Cl -2.956 3.164 3.943
4 Cl -4.052 2.988 6.627
5 Cl -8.908 9.583 7.015
6 Cl 8.539 -0.736 11.857
7 Cl -6.726 -3.907 -5.360
8 Cl 11.194 0.431 11.996
9 Cl -8.605 6.224 1.164
10 Cl -6.677 6.713 3.275
11 Cl 10.507 -4.426 6.106
12 Cl -8.622 5.918 6.005
13 Cl 13.263 -3.516 5.955
14 Cl -4.055 5.575 -4.984
15 Cl -6.847 3.987 7.239
16 Cl -9.853 -8.575 -10.053
17 Cl 8.277 -2.319 3.560
18 Cl -4.962 1.160 4.562
19 Cl 8.810 0.422 4.403
20 Cl -2.770 -1.550 -6.408
21 Cl -3.306 -5.326 -10.644
22 Cl 6.107 -0.419 3.809
23 Cl 10.035 -0.249 9.416
24 Cl -4.525 -4.171 -7.232
25 Cl -6.098 7.571 0.580
26 Cl 8.848 2.647 6.888
27 Cl 10.334 3.672 4.614
28 Cl -9.022 9.236 4.129
29 Cl -5.494 3.744 0.331
30 Cl -2.703 -10.338 -6.417
31 Cl 15.127 -1.382 7.951
32 Cl -2.164 0.067 -4.081
33 Cl -6.969 -5.987 -16.303
34 Cl -7.549 6.418 8.663
35 Cl 15.374 -3.615 9.800
36 Cl -2.461 1.315 -6.712
37 Cl -2.659 4.349 0.585
38 Cl -5.896 4.215 -6.778
39 Cl -7.107 -5.348 -7.851
40 Cl 11.079 -1.596 5.750
41 Cl -4.262 -7.936 -9.787
42 Cl -7.576 -7.703 -11.633
43 Cl 12.912 -2.066 9.681
44 Cl -8.221 -3.696 -15.031
45 Cl -1.454 -7.549 -10.375
46 Cl -7.281 -9.888 -9.744
47 Cl -0.412 -10.664 -8.178
48 Cl -4.597 2.742 -4.644
49 Cl -4.080 4.962 -1.883
50 Cl -6.867 10.766 5.325
51 Cl -2.979 -11.821 -8.900
52 O -1.743 -2.029 3.118
53 O 1.146 2.673 -1.297
54 O 4.533 1.601 -0.179
55 O 6.469 2.417 0.605
56 O 2.278 0.789 -1.757
57 O -0.928 -0.382 4.429
58 N -3.567 -0.128 -0.986
59 N -0.481 -0.332 2.177
60 C -8.105 -8.369 -10.086
61 C 1.526 1.410 -1.063
62 C 9.973 3.882 6.328
63 C 9.707 0.313 11.056
64 C 7.674 -0.924 4.452
65 C -4.437 4.057 -5.803
66 C -2.695 0.179 1.272
67 C -3.591 2.076 5.187
68 C -4.200 4.849 -0.129
69 C 0.853 -0.296 2.187
70 C 3.090 0.298 1.319
71 C -8.105 5.189 7.525
72 C -1.206 0.216 1.182
73 C 5.887 1.575 -0.016
74 C 6.561 0.410 -0.666
75 C -1.171 -1.019 3.419
76 C -6.275 -4.010 -7.056
77 C -8.171 -5.457 -15.127
78 C 1.592 0.286 1.186
79 C -0.510 0.799 0.139
80 C -3.409 0.825 0.113
81 C -2.163 -10.485 -8.090
82 C 7.110 -0.501 0.424
83 C 0.868 0.824 0.132
84 C 14.670 -2.023 9.527
85 C -7.375 7.324 1.782
86 C 3.782 1.630 1.042
87 C -8.565 10.315 5.456
88 C 11.628 -3.110 6.468
89 C -2.919 -6.792 -9.748
90 C -1.932 -0.118 -5.825
91 H -3.033 -0.834 1.446
92 H -6.575 -3.093 -7.544
93 H -7.880 -5.835 -14.157
94 H -7.834 -7.664 -9.312
95 H 1.273 2.833 -2.243
96 H 15.050 -1.351 10.283
97 H -2.908 1.741 -0.181
98 H -4.449 5.824 0.267
99 H -2.947 0.736 2.169
100 H 7.619 0.090 1.172
101 H 7.363 0.803 -1.280
102 H -9.161 11.212 5.367
103 H -1.033 1.251 -0.682
104 H -8.956 4.688 7.965
105 H 4.449 1.885 1.856
106 H 3.292 0.068 2.361
107 H 1.336 -0.749 3.033
108 H 3.551 -0.502 0.754
109 H -0.874 -0.243 -6.005
110 H -2.662 -0.486 -1.259
111 H -7.840 8.279 1.972
112 H -4.006 0.299 -1.789
113 H 5.877 -0.121 -1.314
114 H -2.742 -6.519 -8.716
115 H 6.299 -1.070 0.860
116 H 11.647 -2.973 7.539
117 H -3.615 3.828 -6.466
118 H 7.826 -1.201 0.013
119 H -2.430 -9.575 -8.608
120 H 3.062 2.436 0.951
121 H -2.809 1.375 5.450
122 H -4.382 1.136 0.466
123 H 7.534 -1.215 5.485
124 H 9.277 1.303 10.987
125 H 9.503 4.847 6.455

Results
2S+1: 1
E: -25232.9285 Eh
orbital gap: 8.903 eV
M: 2339.7 g/mol